{
  "formula": "C20H37F9NO11Zr",
  "method": "the ωB97M-V functional and the def2-TZVPD basis",
  "elements": ["Zr", "C", "O", "O", "C", "F", "F", "F", "C", "C", "H", "H", "H", "H", "H", "H", "C", "O", "O", "C", "F", "F", "F", "C", "C", "H", "H", "H", "H", "H", "H", "C", "O", "O", "C", "F", "F", "F", "C", "C", "H", "H", "H", "H", "H", "H", "C", "C", "C", "O", "H", "H", "H", "H", "H", "H", "H", "O", "C", "O", "O", "H", "C", "C", "C", "O", "C", "N", "H", "H", "H", "H", "H", "H", "H", "H", "H", "H", "H"],
  "positions_angstrom": [[-0.52637, 1.05006, 0.16137], [-0.21282, -1.87150, -1.87929], [0.11304, -2.55107, -0.63398], [-0.30412, -0.51290, -1.45743], [0.50464, -2.32723, -3.27428], [-0.04609, -3.43749, -3.86147], [0.44479, -1.36616, -4.14255], [1.81907, -2.57067, -3.11349], [-0.07831, -3.92264, -0.68359], [0.64743, -4.55310, 0.45782], [0.44056, -5.62158, 0.51833], [1.69249, -4.26138, 0.35370], [0.27286, -4.18476, 1.41287], [0.28717, -4.47144, -1.55155], [-1.10928, -4.22617, -0.50176], [-1.23454, -2.00544, -2.23462], [1.85136, 3.00254, -1.70383], [2.43818, 1.82971, -2.16715], [0.85337, 2.58515, -0.79477], [2.81333, 4.09974, -1.13870], [3.58561, 3.68762, -0.14782], [3.58207, 4.67373, -2.07183], [2.20689, 5.12530, -0.60779], [3.17359, 1.77345, -3.38774], [3.74876, 0.38160, -3.60676], [3.07658, -0.41814, -3.29578], [4.00543, 0.36425, -4.66597], [4.59549, 0.17998, -2.95064], [4.01460, 2.46580, -3.42592], [2.65031, 2.02139, -4.31122], [1.35005, 3.38089, -2.59469], [-2.96654, -1.25935, 1.32799], [-3.68904, -1.09479, 0.10486], [-2.01169, -0.23897, 1.24058], [-3.90739, -1.44730, 2.54674], [-4.49510, -2.62146, 2.76356], [-3.26528, -1.36199, 3.70270], [-4.85034, -0.53598, 2.66798], [-4.20824, -2.24204, -0.52523], [-5.04688, -1.81202, -1.78728], [-4.39764, -1.32165, -2.51263], [-5.43348, -2.72828, -2.23348], [-5.89435, -1.28127, -1.35345], [-4.80699, -2.86240, 0.14166], [-3.47480, -2.95430, -0.90322], [-2.43841, -2.18459, 1.09756], [-2.76393, 2.98165, 2.78385], [-1.27918, 3.28047, 2.82009], [-0.70152, 3.48139, 4.21219], [-0.54108, 2.44425, 1.91118], [-2.99359, 1.93214, 2.96789], [-3.30014, 3.39743, 1.93079], [-3.27354, 3.33606, 3.67984], [-1.31196, 4.26331, 2.34995], [-1.28028, 4.28487, 4.66777], [0.34171, 3.79404, 4.16731], [-0.82259, 2.65329, 4.91054], [-4.40335, 1.98352, -0.69396], [-3.28060, 2.21038, -1.40036], [-3.39141, 2.62075, -2.55298], [-2.12776, 2.04641, -0.94920], [-4.16292, 1.47102, 0.08137], [2.65625, 1.42209, 2.42489], [2.45566, 0.44942, 1.24487], [3.32081, -0.76991, 1.26323], [3.07126, -1.44177, 0.08893], [3.92505, -2.56903, -0.20333], [1.08878, -0.03885, 1.18852], [2.00423, 2.28546, 2.55741], [3.65894, 1.82651, 2.56330], [2.45690, 0.76136, 3.26857], [2.64774, 0.99635, 0.32179], [3.20125, -1.38163, 2.15744], [4.33705, -0.37739, 1.29907], [3.36006, -3.13563, -0.94350], [4.14475, -3.18176, 0.67097], [4.86705, -2.19694, -0.60617], [1.37925, -0.87107, 0.69543], [0.94747, -0.33138, 2.14485]],
  "max_force_ev_per_a": 7.19,
  "e_tot_ha": -2612.44732,
  "e_homo_ev": [-8.80, -8.75],
  "s2": 0.7585,
  "homo_lumo_gap_ev": [8.8024, 3.4450],
  "multiplicity": 2,
  "charge": 0,
  "de_lowest_ev": 1.411
}